{
  "formula": "C36H46As3IrN11OSe",
  "method": "ωB97M-V with the def2-TZVPD basis set",
  "symbols": ["Ir", "C", "As", "C", "C", "C", "C", "C", "As", "C", "C", "C", "As", "C", "C", "H", "H", "H", "H", "H", "H", "H", "H", "H", "H", "H", "H", "H", "H", "H", "H", "H", "H", "H", "H", "H", "H", "H", "H", "H", "H", "H", "C", "N", "C", "N", "C", "N", "C", "C", "C", "C", "C", "C", "C", "N", "N", "C", "O", "C", "C", "C", "C", "C", "C", "N", "C", "N", "C", "N", "C", "H", "H", "H", "H", "H", "H", "H", "H", "H", "H", "H", "H", "H", "H", "H", "H", "Se", "N", "C", "C", "C", "C", "N", "C", "N", "H", "H", "H"],
  "xyz": [[-1.30924, 1.76453, -0.07963], [-1.40857, 3.05322, 3.90545], [-1.24394, 1.77808, 2.46189], [-2.78418, 0.67527, 2.92490], [0.14327, 0.53337, 3.02775], [1.61118, 0.90743, 2.82996], [1.88870, 2.32849, 3.34365], [2.02462, 0.79717, 1.36579], [1.12204, 1.84475, 0.00331], [1.84788, 3.63121, 0.09704], [2.06979, 1.12119, -1.51671], [2.48958, -0.04864, 3.66550], [2.48303, -2.03855, 3.58246], [0.68480, -2.54257, 4.19928], [2.26467, -2.55131, 1.69658], [-1.53850, 2.45808, 4.80799], [-2.29786, 3.66065, 3.74239], [-0.55012, 3.71018, 4.00147], [-2.52729, 0.00452, 3.74389], [-3.13043, 0.10349, 2.06968], [-3.59859, 1.32507, 3.24548], [-0.06334, -0.37376, 2.46803], [-0.05057, 0.32680, 4.08240], [1.33387, 3.07856, 2.76833], [2.94989, 2.56843, 3.27317], [1.59838, 2.42213, 4.39105], [1.91029, -0.23031, 1.01895], [3.07964, 1.05962, 1.25114], [2.92106, 3.55810, 0.26625], [1.38931, 4.21762, 0.89011], [1.67582, 4.12927, -0.85737], [3.11723, 1.01655, -1.23723], [1.99736, 1.78920, -2.37164], [1.66857, 0.14648, -1.79623], [2.30209, 0.13872, 4.72697], [3.53739, 0.21335, 3.49792], [0.44986, -2.05117, 5.14294], [0.69195, -3.61798, 4.36898], [-0.09083, -2.32305, 3.45985], [3.10864, -2.20422, 1.10069], [1.32325, -2.19719, 1.26170], [2.25278, -3.63953, 1.66891], [-0.16945, 0.43468, -5.41095], [-0.52831, 1.18076, -4.18879], [-1.18085, 0.77951, -3.10864], [-1.15166, 1.75762, -2.19630], [-0.44041, 2.74828, -2.81704], [-0.05820, 2.43054, -4.01778], [1.08966, -0.37467, -5.20928], [2.20633, -0.12757, -5.99567], [3.37142, -0.86627, -5.81569], [3.43121, -1.85355, -4.84780], [2.30464, -2.11310, -4.06927], [1.14328, -1.37430, -4.24765], [2.34703, -3.16322, -3.05438], [3.33027, -3.91675, -2.71522], [2.87963, -4.69993, -1.65850], [1.66176, -4.35732, -1.44407], [1.25174, -3.37032, -2.28338], [0.75687, -4.76395, -0.37324], [1.11597, -5.74106, 0.54867], [0.26597, -6.01263, 1.60998], [-0.91806, -5.30174, 1.76677], [-1.28746, -4.34464, 0.82938], [-2.58893, -3.59279, 0.97724], [-2.50417, -2.23984, 0.39390], [-1.56577, -1.32827, 0.58697], [-1.85070, -0.24793, -0.14266], [-3.01005, -0.59189, -0.78971], [-3.42177, -1.78897, -0.48357], [-0.45288, -4.09433, -0.24756], [-0.01289, 1.18100, -6.18428], [-1.01588, -0.19222, -5.68954], [-1.68341, -0.16794, -3.01506], [-0.24019, 3.70773, -2.37117], [2.17030, 0.63899, -6.76054], [4.23181, -0.67202, -6.44142], [4.33154, -2.43061, -4.68391], [0.27687, -1.60653, -3.63658], [2.04492, -6.28068, 0.41673], [0.52393, -6.77986, 2.32730], [-1.56423, -5.50889, 2.61227], [-2.86194, -3.49839, 2.02782], [-3.40512, -4.09536, 0.46060], [-0.71944, -1.46929, 1.23317], [-3.52772, 0.04942, -1.48376], [-0.73266, -3.38274, -1.01458], [-5.34840, 2.27182, 0.20128], [-5.48194, 4.00699, 0.02866], [-4.26884, 4.52740, -0.08161], [-3.89025, 5.89400, -0.25138], [-2.55617, 6.15764, -0.34942], [-1.58355, 5.11647, -0.27923], [-1.89709, 3.85142, -0.11413], [-3.22530, 3.56563, -0.02532], [-3.55771, 2.30719, 0.12124], [-4.64239, 6.67106, -0.30019], [-2.20527, 7.17173, -0.48060], [-0.52961, 5.35642, -0.35511]],
  "homo_ev": -14.94,
  "de_lowest_kcal_mol": 24.3,
  "energy_ha": -11289.17072,
  "lumo_ev": -9.9,
  "total_charge": 3
}